No. 1
{"formula": "C5H15N3", "method": "wB97M-V/def2-TZVPD", "elements": ["C", "C", "C", "N", "C", "N", "C", "N", "H", "H", "H", "H", "H", "H", "H", "H", "H", "H", "H", "H", "H", "H", "H"], "coordinates": [[2.8093, 1.4105, 0.0219], [1.3446, 1.0634, -0.3032], [0.9251, 0.1615, 0.9369], [0.7420, 0.8087, 2.2519], [-0.6092, -0.4970, 0.7831], [-0.6710, -0.9320, -0.6569], [-2.0206, -1.4252, -0.8651], [-2.6055, -0.7137, -2.0649], [3.3255, 0.4734, 0.2119], [3.3470, 1.8587, -0.8230], [2.7700, 1.8943, 0.9522], [0.7569, 1.9461, -0.5401], [1.3026, 0.4365, -1.1579], [1.5721, -0.7920, 0.8920], [1.4843, 1.3170, 2.5732], [-0.1996, 1.3145, 2.0650], [-1.1649, 0.4477, 0.8133], [-0.8502, -1.0431, 1.6840], [-0.0090, -1.7353, -0.7752], [-1.9420, -2.4815, -1.1536], [-2.7199, -1.1930, -0.0773], [-2.0144, -1.0757, -2.8356], [-2.6130, 0.2121, -1.9803]], "nbo_charge": [-0.61, -0.42, -0.02, -0.85, -0.23, -0.64, -0.06, -0.83, 0.20, 0.21, 0.19, 0.20, 0.21, 0.18, 0.36, 0.36, 0.16, 0.20, 0.35, 0.17, 0.18, 0.35, 0.35]}

No. 2
{"formula": "C2H9NS", "method": "wB97M-V/def2-TZVPD", "elements": ["C", "N", "C", "H", "H", "H", "H", "H", "H", "H", "S", "H", "H"], "coordinates": [[-0.2320, -1.4657, 1.9909], [-1.0418, -1.9427, 0.9358], [-2.4264, -1.4736, 0.9966], [0.7804, -1.8655, 1.9375], [-0.5115, -1.5964, 3.0881], [-0.1156, -0.3680, 1.9469], [-0.8640, -2.8207, 0.4887], [-2.6530, -0.7832, 0.1744], [-3.1290, -2.3094, 1.0831], [-2.5929, -0.9404, 1.9454], [1.7632, 2.2960, -2.0260], [1.5496, 2.1429, -0.7086], [2.3494, 3.3885, -1.6206]], "nbo_charge": [-0.40, -0.66, -0.41, 0.20, 0.15, 0.17, 0.38, 0.19, 0.19, 0.19, -0.27, 0.14, 0.13]}

No. 3
{"formula": "C2H5NOS", "method": "wB97M-V/def2-TZVPD", "elements": ["C", "C", "O", "N", "S", "H", "H", "H", "H", "H"], "coordinates": [[0.7988, 1.5593, 0.0349], [0.9687, -0.1191, 0.0737], [2.0255, -0.8202, -0.1488], [-0.2333, -0.7946, 0.2284], [-1.5866, -0.0220, -0.1714], [-0.0710, 1.7081, -0.6417], [1.7825, 2.1385, -0.2579], [0.5754, 1.8271, 1.1380], [-0.0120, -1.8923, 0.2827], [-2.0655, 0.0541, 1.1618]], "nbo_charge": [-0.73, 0.68, -0.62, -0.84, 0.25, 0.24, 0.25, 0.23, 0.43, 0.10]}

It is found that the energy relative to the best compared isomer or geometry (same formula, charge and spin) values, taken in the order of the records, are 274.7 106.3 203.8 kJ/mol.